DFT (ωB97M-V with the def2-TZVPD basis set) results for a 10-piece molecular cluster, C44H102F18N10O18S6 overall at a distorted geometry.

Output
Energy above the lowest of the compared OMol25 structures with the same formula, charge and spin (kcal/mol): 26.1
HOMO level (eV): -11.9
LUMO (eV): -7.073
E (eV): -212912.554
Total charge: +4
Frontier orbital gap (eV): 4.78

Each atom is followed by the atoms it is bonded to, with distances in Å.
Positions of all 198 atoms, in Å:
1 C -9.01783 -5.40956 -1.66334  N2 1.531, H8 1.090, H9 1.090, H10 1.090
2 N -8.10409 -5.57898 -0.44714  C1 1.531, C3 1.519, C4 1.541, C5 1.523
3 C -7.77113 -7.05986 -0.40088  N2 1.519, H11 1.090, H12 1.090, H13 1.090
4 C -6.80478 -4.80031 -0.73169  N2 1.541, H14 1.090, H15 1.090, H16 1.090
5 C -8.76106 -5.16242 0.86233  N2 1.523, C6 1.518, H17 1.090, H18 1.090
6 C -9.40984 -3.79256 0.94557  C5 1.518, O7 1.354, H19 1.090, H20 1.090
7 O -8.39785 -2.96947 1.30793  C6 1.354, H21 0.960
8 H -9.24660 -4.34422 -1.69180  C1 1.090
9 H -9.93508 -5.99485 -1.59846  C1 1.090
10 H -8.47789 -5.61900 -2.58676  C1 1.090
11 H -7.50376 -7.29043 -1.43212  C3 1.090
12 H -8.74838 -7.47824 -0.15998  C3 1.090
13 H -6.97681 -7.10047 0.34444  C3 1.090
14 H -6.42335 -5.04289 -1.72353  C4 1.090
15 H -6.09158 -4.98498 0.07164  C4 1.090
16 H -7.05149 -3.73996 -0.78550  C4 1.090
17 H -8.12140 -5.33099 1.72866  C5 1.090
18 H -9.57029 -5.88262 0.98298  C5 1.090
19 H -10.14751 -3.73420 1.74589  C6 1.090
20 H -9.67889 -3.25119 0.03857  C6 1.090
21 H -8.34999 -3.03229 2.26468  O7 0.960
22 C 6.51998 -5.28441 0.03040  N23 1.529, H29 1.090, H30 1.090, H31 1.090
23 N 6.08232 -6.64378 0.57768  C22 1.529, C24 1.571, C25 1.525, C26 1.546
24 C 4.81075 -6.54365 1.49462  N23 1.571, H32 1.090, H33 1.090, H34 1.090
25 C 5.68845 -7.45458 -0.65293  N23 1.525, H35 1.090, H36 1.090, H37 1.090
26 C 7.29833 -7.32572 1.24599  N23 1.546, C27 1.478, H38 1.090, H39 1.090
27 C 8.05326 -6.59378 2.28410  C26 1.478, O28 1.400, H40 1.090, H41 1.090
28 O 7.22022 -5.99490 3.23641  C27 1.400, H42 0.960
29 H 5.63427 -4.96686 -0.51986  C22 1.090
30 H 7.34381 -5.39534 -0.67465  C22 1.090
31 H 6.79316 -4.58412 0.81974  C22 1.090
32 H 3.93373 -6.34524 0.87852  C24 1.090
33 H 4.93121 -5.71516 2.19262  C24 1.090
34 H 4.74449 -7.48344 2.04280  C24 1.090
35 H 6.41746 -7.55332 -1.45724  C25 1.090
36 H 4.78548 -6.96522 -1.01801  C25 1.090
37 H 5.47392 -8.46154 -0.29501  C25 1.090
38 H 7.97286 -7.51036 0.40993  C26 1.090
39 H 7.04199 -8.29413 1.67564  C26 1.090
40 H 8.49785 -5.72525 1.79822  C27 1.090
41 H 8.89411 -7.06473 2.79329  C27 1.090
42 H 6.84066 -6.69171 3.77678  O28 0.960
43 C 1.15137 1.01837 6.34716  N44 1.596, H50 1.090, H51 1.090, H52 1.090
44 N 2.48792 1.07641 7.21742  C43 1.596, C45 1.529, C46 1.530, C47 1.549
45 C 2.26166 0.06752 8.34367  N44 1.529, H53 1.090, H54 1.090, H55 1.090
46 C 3.68303 0.53365 6.43110  N44 1.530, H56 1.090, H57 1.090, H58 1.090
47 C 2.77037 2.48516 7.79694  N44 1.549, C48 1.513, H59 1.090, H60 1.090
48 C 1.78717 2.99912 8.82589  C47 1.513, O49 1.436, H61 1.090, H62 1.090
49 O 0.39319 3.04526 8.48372  C48 1.436, H63 0.960
50 H 1.47620 1.31289 5.34924  C43 1.090
51 H 0.59914 1.94993 6.47107  C43 1.090
52 H 0.51644 0.13776 6.44460  C43 1.090
53 H 2.09317 -0.96130 8.02549  C45 1.090
54 H 1.46953 0.43492 8.99609  C45 1.090
55 H 3.15834 0.13534 8.95968  C45 1.090
56 H 4.41532 0.26096 7.19102  C46 1.090
57 H 4.00656 1.28272 5.70838  C46 1.090
58 H 3.34404 -0.38561 5.95344  C46 1.090
59 H 2.78050 3.15963 6.94073  C47 1.090
60 H 3.82264 2.37928 8.06077  C47 1.090
61 H 1.97357 4.07303 8.83434  C48 1.090
62 H 2.01149 2.37888 9.69370  C48 1.090
63 H 0.02767 3.57010 9.19965  O49 0.960
64 C 2.19659 11.03535 -3.35265  N65 1.521, H71 1.090, H72 1.090, H73 1.090
65 N 1.46898 9.80810 -3.87961  C64 1.521, C66 1.518, C67 1.517, C68 1.544
66 C 1.99336 8.68363 -3.00518  N65 1.518, H74 1.090, H75 1.090, H76 1.090
67 C -0.01986 9.94070 -3.61798  N65 1.517, H77 1.090, H78 1.090, H79 1.090
68 C 1.76190 9.61481 -5.38275  N65 1.544, C69 1.556, H80 1.090, H81 1.090
69 C 1.53381 10.79634 -6.36999  C68 1.556, O70 1.410, H82 1.090, H83 1.090
70 O 0.28555 11.44845 -6.30327  C69 1.410, H84 0.960
71 H 1.79679 11.21686 -2.35500  C64 1.090
72 H 2.11509 11.95494 -3.93215  C64 1.090
73 H 3.26254 10.80841 -3.37148  C64 1.090
74 H 1.92692 8.92149 -1.94353  C66 1.090
75 H 3.01250 8.36434 -3.22314  C66 1.090
76 H 1.51307 7.73859 -3.25886  C66 1.090
77 H -0.30431 10.35024 -2.64872  C67 1.090
78 H -0.57940 9.03823 -3.86405  C67 1.090
79 H -0.53655 10.67771 -4.23276  C67 1.090
80 H 1.15700 8.83163 -5.83971  C68 1.090
81 H 2.74680 9.15067 -5.43404  C68 1.090
82 H 1.54939 10.36218 -7.36967  C69 1.090
83 H 2.36598 11.49607 -6.29283  C69 1.090
84 H 0.30134 12.14762 -6.96092  O70 0.960
85 C -4.96436 4.54839 2.20111  N86 1.530, H92 1.090, H93 1.090, H94 1.090
86 N -4.85329 3.02249 2.20308  C85 1.530, C87 1.518, C88 1.481, C89 1.531
87 C -4.28410 2.58674 3.54129  N86 1.518, H95 1.090, H96 1.090, H97 1.090
88 C -6.25047 2.53157 2.16327  N86 1.481, H98 1.090, H99 1.090, H100 1.090
89 C -4.10948 2.58505 0.93850  N86 1.531, C90 1.561, H101 1.090, H102 1.090
90 C -2.67004 3.17875 0.82941  C89 1.561, O91 1.446, H103 1.090, H104 1.090
91 O -1.74327 2.47161 1.68519  C90 1.446, H105 0.960
92 H -4.03273 5.09370 2.35214  C85 1.090
93 H -5.65494 4.83249 2.99514  C85 1.090
94 H -5.38780 4.79288 1.22693  C85 1.090
95 H -4.35262 1.50842 3.68487  C87 1.090
96 H -4.89566 3.22021 4.18381  C87 1.090
97 H -3.22540 2.81229 3.66923  C87 1.090
98 H -6.86067 2.96686 2.95463  C88 1.090
99 H -6.25521 1.44806 2.28201  C88 1.090
100 H -6.66275 2.78712 1.18715  C88 1.090
101 H -4.70250 2.77074 0.04299  C89 1.090
102 H -4.24201 1.50314 0.94313  C89 1.090
103 H -2.72304 4.24804 1.03416  C90 1.090
104 H -2.15515 3.14979 -0.13087  C90 1.090
105 H -1.14277 1.93987 1.15770  O91 0.960
106 C 7.94824 5.68940 0.53702  N107 1.603, H113 1.090, H114 1.090, H115 1.090
107 N 8.34981 7.20323 0.19489  C106 1.603, C108 1.552, C109 1.515, C110 1.574
108 C 9.88735 7.38961 0.10255  N107 1.552, H116 1.090, H117 1.090, H118 1.090
109 C 7.88515 7.54248 -1.20656  N107 1.515, H119 1.090, H120 1.090, H121 1.090
110 C 7.80556 8.11368 1.35817  N107 1.574, C111 1.463, H122 1.090, H123 1.090
111 C 6.35393 8.16521 1.53321  C110 1.463, O112 1.414, H124 1.090, H125 1.090
112 O 5.69361 8.87072 0.50109  C111 1.414, H126 0.960
113 H 8.12627 5.51197 1.59765  C106 1.090
114 H 8.56015 5.03374 -0.08249  C106 1.090
115 H 6.87451 5.58340 0.38219  C106 1.090
116 H 10.18121 6.87036 -0.80966  C108 1.090
117 H 10.43987 6.97064 0.94355  C108 1.090
118 H 10.20849 8.43027 0.05778  C108 1.090
119 H 6.80544 7.49087 -1.34669  C109 1.090
120 H 8.34956 6.89237 -1.94802  C109 1.090
121 H 8.17315 8.58549 -1.33803  C109 1.090
122 H 8.07327 9.13453 1.08564  C110 1.090
123 H 8.29603 7.77156 2.26949  C110 1.090
124 H 6.14745 8.89073 2.32003  C111 1.090
125 H 5.95901 7.20481 1.86448  C111 1.090
126 H 4.99780 9.36024 0.94585  O112 0.960
127 C 2.66661 -3.06725 -6.36569  C128 1.540, H136 1.090, H137 1.090, H138 1.090
128 C 1.21757 -2.70032 -5.99365  C127 1.540, C129 1.484, H139 1.090, H140 1.090
129 C 0.37500 -2.23515 -7.12371  C128 1.484, N130 1.478, H141 1.090, H142 1.090
130 N -0.92004 -1.66940 -6.68957  C129 1.478, C131 1.484, C132 1.534, C135 1.557
131 C -1.72886 -2.70149 -5.99454  N130 1.484, H143 1.090, H144 1.090, H145 1.090
132 C -0.87022 -0.35397 -5.90267  N130 1.534, C133 1.498, H146 1.090, H147 1.090
133 C -2.14763 0.37418 -6.18806  C132 1.498, C134 1.528, H148 1.090, H149 1.090
134 C -2.61314 -0.05272 -7.57962  C133 1.528, C135 1.509, H150 1.090, H151 1.090
135 C -1.77865 -1.26254 -7.92326  N130 1.557, C134 1.509, H152 1.090, H153 1.090
136 H 3.22873 -2.15699 -6.57435  C127 1.090
137 H 2.63870 -3.75421 -7.21151  C127 1.090
138 H 3.05341 -3.64808 -5.52836  C127 1.090
139 H 1.17230 -2.07445 -5.10239  C128 1.090
140 H 0.78888 -3.60994 -5.57303  C128 1.090
141 H 0.19397 -2.98436 -7.89443  C129 1.090
142 H 0.91557 -1.41101 -7.58918  C129 1.090
143 H -2.76032 -2.34951 -5.97758  C131 1.090
144 H -1.39856 -2.69506 -4.95581  C131 1.090
145 H -1.72618 -3.64967 -6.53218  C131 1.090
146 H -0.69033 -0.57431 -4.85043  C132 1.090
147 H 0.03214 0.16186 -6.23093  C132 1.090
148 H -2.85778 0.12392 -5.39992  C133 1.090
149 H -1.97723 1.44308 -6.05958  C133 1.090
150 H -3.68213 -0.26556 -7.57311  C134 1.090
151 H -2.40723 0.67517 -8.36440  C134 1.090
152 H -2.45959 -2.02986 -8.29157  C135 1.090
153 H -1.30483 -1.22331 -8.90410  C135 1.090
154 C -5.97309 -4.19219 5.54153  F155 1.394, F156 1.359, F157 1.310, S158 1.932
155 F -4.82585 -4.66752 6.17442  C154 1.394
156 F -5.67217 -3.67685 4.32014  C154 1.359
157 F -6.89065 -5.11331 5.38497  C154 1.310
158 S -6.73188 -2.77522 6.61310  C154 1.932, O159 1.413, O160 1.479, N161 1.689, S162 2.379
159 O -6.98239 -3.49067 7.80526  S158 1.413
160 O -5.64668 -1.78565 6.79129  S158 1.479
161 N -8.09149 -2.38500 5.69005  S158 1.689, S162 1.439
162 S -8.59313 -1.29857 6.48937  S158 2.379, N161 1.439, O163 1.453, O164 1.464, C165 1.932
163 O -8.93927 -1.46998 7.89000  S162 1.453
164 O -7.86877 -0.03723 6.31994  S162 1.464
165 C -10.27331 -0.89815 5.62371  S162 1.932, F166 1.363, F167 1.355, F168 1.325
166 F -11.05470 -0.10442 6.40951  C165 1.363
167 F -10.02348 -0.20687 4.48592  C165 1.355
168 F -10.92685 -2.03155 5.41108  C165 1.325
169 C 0.72483 -9.02399 -5.46661  F170 1.298, F171 1.298, F172 1.359, S173 1.994
170 F 1.47395 -10.08266 -5.41298  C169 1.298
171 F 1.31226 -8.01767 -4.89380  C169 1.298
172 F 0.44489 -8.80982 -6.77903  C169 1.359
173 S -0.91530 -9.28536 -4.36248  C169 1.994, O174 1.427, O175 1.485, N176 1.786, S177 2.552
174 O -1.59119 -8.02928 -4.39325  S173 1.427
175 O -1.73168 -10.37477 -4.95541  S173 1.485
176 N -0.17890 -9.84438 -2.83414  S173 1.786, S177 1.544
177 S -0.85767 -8.87348 -1.84468  S173 2.552, N176 1.544, O178 1.442, O179 1.507, C180 1.867
178 O -0.25900 -7.57318 -2.01797  S177 1.442
179 O -2.36364 -8.80769 -1.83537  S177 1.507
180 C -0.25312 -9.47813 -0.18476  S177 1.867, F181 1.293, F182 1.329, F183 1.334
181 F -0.53546 -8.57956 0.70061  C180 1.293
182 F -0.92133 -10.59288 0.09495  C180 1.329
183 F 1.05739 -9.71474 -0.26259  C180 1.334
184 C 3.22899 1.84577 -1.45635  F185 1.335, F186 1.349, F187 1.433, S188 1.969
185 F 2.31069 1.63937 -2.40364  C184 1.335
186 F 4.46774 1.95163 -1.98015  C184 1.349
187 F 2.99241 3.08691 -0.77984  C184 1.433
188 S 3.19690 0.39481 -0.12560  C184 1.969, O189 1.443, O190 1.432, N191 1.726, S192 2.501
189 O 4.15666 -0.56512 -0.61549  S188 1.443
190 O 3.58184 0.93622 1.14291  S188 1.432
191 N 1.50924 0.03857 -0.18904  S188 1.726, S192 1.544
192 S 1.51771 -1.36879 0.44540  S188 2.501, N191 1.544, O193 1.490, O194 1.467, C195 1.917
193 O 1.96958 -2.45457 -0.46927  S192 1.490
194 O 1.93739 -1.36256 1.85159  S192 1.467
195 C -0.37445 -1.67648 0.45748  S192 1.917, F196 1.310, F197 1.335, F198 1.314
196 F -0.60748 -2.95440 0.62752  C195 1.310
197 F -0.91235 -1.15955 1.56454  C195 1.335
198 F -0.96042 -1.28731 -0.65258  C195 1.314